Entry from the OMol25 dataset: a cluster of 11 separate species, C64H144N6O16 in total in a non-equilibrium geometry (ωB97M-V/def2-TZVPD).

Structure (XYZ):
```
230
Properties=species:S:1:pos:R:3:forces:R:3:lowdin_charge:R:1
C -4.887959 -7.733954 7.960221 -0.8714 0.4875 -0.9221 -0.031
C -5.557209 -8.343494 6.677251 0.0910 -0.5927 0.3857 -0.482
C -7.093089 -8.071244 6.795001 -0.1509 -0.4066 -0.6223 -0.124
C -7.874149 -8.103174 5.463021 1.1974 -1.0424 0.1314 -0.170
C -7.078229 -7.360034 4.393561 -1.1713 0.6808 0.3150 -0.165
C -5.630069 -7.731524 4.175531 1.8192 -2.0192 0.0131 -0.440
N -4.957659 -7.687734 5.523331 -2.3091 1.5353 -0.6924 -0.147
O -3.623269 -8.031634 5.524741 1.1598 0.0615 -0.7044 -0.018
C -5.495519 -9.188364 3.436661 -1.4525 1.0724 0.2615 -0.010
C -5.049249 -6.649674 3.243131 0.6457 -0.2035 -0.4414 -0.052
C -5.237779 -9.867704 6.608251 -0.9921 -0.2082 0.2211 -0.031
H -3.904899 -8.156584 8.167821 -0.2667 -0.0097 0.2763 0.081
H -5.603109 -7.712684 8.782541 0.2823 -0.9020 0.3511 0.075
H -4.822859 -6.659084 7.791411 0.4981 0.1454 -0.3232 0.080
H -7.501409 -8.831174 7.461251 0.0457 -0.0976 0.1154 0.113
H -7.336479 -7.123534 7.275341 0.5460 0.2591 0.0379 0.113
H -8.907189 -7.786694 5.607141 0.1593 0.5449 -0.1292 0.110
H -7.986599 -9.134704 5.129261 0.1027 -0.2927 0.0473 0.096
H -7.051059 -6.307114 4.674141 -0.0533 0.2555 0.0585 0.121
H -7.624879 -7.383674 3.450841 0.1628 -0.1448 -0.2021 0.123
H -6.339809 -9.773454 3.801271 -0.1574 -0.0939 -0.1723 0.048
H -5.669909 -9.005104 2.376421 -0.1113 -0.0123 -0.1007 0.067
H -4.665549 -9.893634 3.479501 0.6246 0.8633 0.5854 0.074
H -4.830969 -5.707864 3.746551 -0.0325 -0.1173 0.2165 0.083
H -4.163859 -6.976984 2.698111 0.4446 -0.1571 0.5487 0.077
H -5.682989 -6.412584 2.388571 -0.6938 -0.1142 0.2888 0.079
H -5.583519 -10.293134 7.550351 0.2550 -0.2937 0.0820 0.081
H -4.210089 -10.159704 6.392191 0.1432 0.5971 0.4875 0.080
H -5.777879 -10.389664 5.818341 -0.4535 0.2390 -0.0057 0.062
H -3.241839 -7.217954 5.862431 0.5385 -0.0327 -0.1076 0.107
C 3.810801 -10.980254 -3.736889 0.8504 0.7000 0.4826 -0.055
C 4.916701 -10.421964 -4.714179 -1.4883 -1.2453 -0.7301 -0.414
C 4.470551 -10.899204 -6.166149 1.6604 2.1118 -0.3810 -0.114
C 5.361951 -10.082924 -7.233729 -1.6823 -2.0567 2.0421 -0.166
C 5.142171 -8.614544 -7.071569 -0.3139 0.0123 -0.4389 -0.174
C 5.478511 -8.050234 -5.706889 -1.0107 2.2677 0.7957 -0.488
N 4.899111 -8.898484 -4.652429 -0.3729 -2.8665 -4.0170 -0.144
O 4.863021 -8.334254 -3.430849 0.2427 0.2197 2.0421 -0.003
C 6.949301 -7.769354 -5.497529 0.1611 -0.0407 -0.2186 -0.032
C 4.740261 -6.618834 -5.657759 -0.3056 -0.3113 -0.1997 -0.037
C 6.247981 -11.229614 -4.374989 -1.3096 1.6789 0.8085 -0.023
H 2.785981 -10.646804 -3.900089 0.0999 0.2794 -0.4054 0.082
H 4.100321 -10.669184 -2.733149 -0.1185 0.0575 0.2891 0.068
H 3.768581 -12.066004 -3.650499 0.3000 -0.0704 -0.5240 0.082
H 4.663621 -11.969744 -6.235249 -0.0515 0.0503 -0.0657 0.103
H 3.444971 -10.688614 -6.469369 -0.2634 0.0076 0.6801 0.106
H 4.975311 -10.409294 -8.199179 0.8354 -0.0858 -0.2504 0.109
H 6.365841 -10.387984 -6.938409 0.3376 0.1243 -0.9969 0.095
H 4.100771 -8.341094 -7.241379 -0.2657 -0.4125 -0.1063 0.115
H 5.662141 -8.161234 -7.915499 0.4229 0.6597 0.4059 0.126
H 7.513501 -8.642754 -5.824569 0.3975 0.1267 0.1447 0.072
H 7.207691 -6.893654 -6.092909 0.3148 -0.1523 -0.1285 0.084
H 7.159791 -7.521244 -4.457219 0.0159 -0.1959 0.0249 0.087
H 4.836891 -6.055574 -4.729589 0.1542 -0.3976 0.1595 0.073
H 5.004471 -5.912304 -6.444599 1.0739 -0.2945 -0.2281 0.074
H 3.681581 -6.661684 -5.913659 -0.3401 -0.7285 0.5835 0.070
H 7.067691 -10.731554 -4.892779 0.2517 -0.6368 0.1191 0.063
H 6.125181 -12.305534 -4.499139 0.1056 0.1542 -0.7702 0.078
H 6.354201 -11.153974 -3.292819 0.5408 0.3997 0.0950 0.072
H 4.001871 -8.663534 -3.163249 -0.2424 0.6465 0.7890 0.093
C 3.510141 -0.096104 0.831041 1.8325 -0.7277 -2.1475 -0.042
C 2.073831 0.263236 0.920231 -3.0472 0.2928 0.7491 -0.494
C 1.356881 -0.681424 1.893741 -1.9125 -1.9902 -0.3549 -0.120
C -0.064509 -0.237784 2.433571 2.2375 2.2391 0.0807 -0.119
C 0.165041 1.159156 3.062431 0.5421 -0.1636 1.6002 -0.162
C 0.801791 2.219786 2.198201 -0.6600 0.5270 -1.4892 -0.512
N 1.891081 1.613186 1.437131 1.5123 -0.5099 1.4898 -0.131
O 2.474611 2.484146 0.556211 0.2358 1.1781 -0.4752 -0.010
C -0.315159 2.682676 1.293881 -1.1846 0.8126 -0.7005 -0.059
C 1.287511 3.497326 2.985251 -0.0745 -1.1311 0.6614 -0.004
C 1.283921 0.083146 -0.459439 0.0792 0.4154 -0.0593 -0.015
H 4.122801 -0.441544 1.663761 -0.6539 0.6267 0.6351 0.090
H 4.073301 0.621026 0.233821 -0.0081 0.6701 0.5624 0.085
H 3.648261 -0.916664 0.126971 -0.5450 -0.6341 -0.0089 0.081
H 1.087271 -1.519444 1.250981 0.2842 -0.4978 -0.0314 0.103
H 2.004391 -1.155014 2.631681 0.0170 0.6584 0.3897 0.115
H -0.562929 -0.821984 3.207131 0.4533 -0.5796 -0.3208 0.109
H -0.740869 -0.098554 1.590201 -0.0986 -0.2696 0.0304 0.089
H 0.887151 1.208436 3.877441 0.0427 -1.3429 0.5353 0.113
H -0.757189 1.470646 3.552901 -0.1268 0.5583 -0.3416 0.119
H -1.143689 3.006936 1.923561 -0.0216 0.2197 0.0781 0.085
H -0.082469 3.541276 0.663991 0.2133 -0.0160 -0.1524 0.087
H -0.768059 1.905106 0.678771 0.3363 -0.1784 -0.1545 0.073
H 0.411681 4.108236 3.203911 0.1291 0.2945 -0.3239 0.079
H 1.674901 3.252326 3.974201 0.0278 -0.5095 0.1373 0.071
H 2.116131 4.058466 2.553271 -0.4786 -0.0512 -0.6418 0.079
H 1.336541 0.859756 -1.222459 0.9178 0.4248 0.1068 0.069
H 0.204831 0.123046 -0.310799 -0.0307 -0.5633 0.5065 0.061
H 1.543201 -0.825424 -1.002919 0.0175 -0.1770 0.3282 0.082
H 1.838401 2.519556 -0.161839 -0.0271 0.4253 -0.6868 0.078
C -11.709339 -0.359584 -2.701019 -0.5191 0.7140 -0.0175 -0.046
C -10.676699 -0.402904 -1.471949 -2.8776 -0.3100 -0.4341 -0.430
C -9.456689 -0.919314 -2.216359 0.5123 0.7554 1.0529 -0.182
C -8.747959 0.155986 -2.968129 1.0926 1.9656 0.5094 -0.173
C -8.561559 1.498666 -2.173189 0.3999 0.1502 -1.6698 -0.120
C -9.779829 2.045776 -1.429659 -0.2186 -0.5972 0.5954 -0.503
N -10.445049 0.898266 -0.721469 2.5124 -0.4162 -1.4489 -0.105
O -11.457419 1.349176 0.109261 -0.4572 -0.4276 -0.2321 -0.005
C -9.258729 3.075806 -0.429379 1.1499 0.0576 0.2406 -0.044
C -10.742439 2.839796 -2.318299 -0.9904 -0.3856 -0.5133 -0.039
C -11.142739 -1.418244 -0.386079 0.5881 0.0086 -0.4139 -0.034
H -11.937979 -1.241334 -3.299629 0.7116 -1.0305 0.7727 0.076
H -11.278409 0.245106 -3.498979 -0.1644 0.5098 0.2382 0.049
H -12.741379 -0.052364 -2.531879 0.1000 0.7474 0.5941 0.073
H -8.778079 -1.314144 -1.460249 0.2123 -0.4019 -0.1873 0.127
H -9.710649 -1.627124 -3.005419 -0.2665 -0.6124 0.7565 0.123
H -9.220369 0.446426 -3.906519 -0.0885 -0.4515 -0.0958 0.105
H -7.761689 -0.262934 -3.167839 0.1195 0.3441 -0.4766 0.110
H -8.324499 2.294796 -2.878939 -0.4088 0.0209 -0.8111 0.109
H -7.577889 1.591986 -1.713019 -0.3624 -0.8385 1.3440 0.110
H -9.918489 3.491166 0.332381 -0.2853 -0.5167 -0.1294 0.086
H -8.357049 2.658396 0.018781 -0.2095 -0.0281 0.5603 0.081
H -8.878489 3.939016 -0.975629 -0.0971 0.0830 -0.2933 0.085
H -10.292499 3.633016 -2.915339 0.3021 0.1238 0.4531 0.090
H -11.335649 2.284016 -3.044449 0.2235 -0.4508 0.0471 0.068
H -11.489539 3.266186 -1.648879 -0.0270 0.5215 -0.0844 0.077
H -10.587409 -1.252814 0.537141 0.0046 0.2193 -0.0013 0.081
H -10.855339 -2.419074 -0.708309 -0.2491 -0.1337 -0.1740 0.076
H -12.205439 -1.411604 -0.143749 0.0457 0.2147 -0.2185 0.076
H -12.026639 1.845546 -0.483369 -0.7516 0.1647 0.0372 0.078
C -3.293929 5.431066 -9.268849 0.4269 0.7364 -1.6857 -0.051
C -1.928169 5.956156 -8.706649 -0.7710 0.0885 1.3718 -0.434
C -1.165179 4.691316 -8.250329 -0.6677 0.3445 1.0518 -0.162
C 0.265221 4.901216 -7.957609 2.3352 0.1134 -1.5736 -0.199
C 1.038361 5.437716 -9.181039 0.0212 0.4395 -0.0249 -0.121
C 0.403141 6.727236 -9.786439 -0.3919 0.4921 1.2617 -0.466
N -1.119799 6.663366 -9.743919 2.2676 -5.2460 2.3840 -0.171
O -1.770669 7.638166 -10.304259 -1.6799 3.6958 -1.6731 0.002
C 0.915791 7.932556 -8.989149 -0.4860 1.5721 0.6165 -0.045
C 0.793581 6.925526 -11.238489 -0.3937 -0.5147 0.0227 -0.044
C -2.317429 6.885896 -7.480979 0.7268 0.2237 -0.4119 -0.032
H -3.098409 5.029576 -10.263179 0.2705 -0.6495 -0.0355 0.075
H -4.006319 6.202196 -9.562049 0.0431 0.5116 0.6388 0.071
H -3.853089 4.683246 -8.706539 0.5225 0.0737 0.4234 0.084
H -1.418979 4.358066 -7.244039 -1.5530 -0.0043 -0.0868 0.119
H -1.389049 3.872056 -8.933559 0.3961 0.0054 -0.1560 0.122
H 0.733221 3.979586 -7.611679 -0.0253 -0.3075 -0.2276 0.113
H 0.468991 5.560136 -7.113579 -0.4899 0.4411 -0.0335 0.115
H 1.249221 4.753366 -10.002809 -0.7719 -0.6449 0.0902 0.110
H 2.055491 5.645346 -8.848739 0.0641 0.5441 0.0104 0.110
H 1.973861 8.068126 -8.765089 0.2702 -0.8816 -0.2598 0.083
H 0.698381 8.881486 -9.479409 -0.3525 -0.0258 -0.4580 0.074
H 0.407581 8.077706 -8.035859 -0.0628 -0.4905 0.1955 0.069
H 1.857761 6.732906 -11.374549 0.0194 0.2590 -0.0658 0.091
H 0.228581 6.193376 -11.815409 0.1299 -0.0748 -0.2871 0.087
H 0.503541 7.925376 -11.561409 0.2610 -0.0458 -0.1251 0.080
H -2.832329 7.788436 -7.810219 -0.1265 -0.1042 -0.3503 0.072
H -1.451789 7.272326 -6.942979 0.3096 -0.2208 -0.0253 0.058
H -2.954099 6.426086 -6.725119 -0.0638 -0.4238 -0.2563 0.075
H -1.992029 7.344506 -11.191029 -0.2274 0.0954 -0.3263 0.114
C 3.735751 -3.902374 10.397501 -2.0648 0.6220 1.0754 -0.050
C 5.136861 -4.418694 10.531611 -0.4314 -0.0475 -2.5862 -0.508
C 5.295851 -5.539334 9.455801 -0.6590 1.1899 -1.2317 -0.119
C 5.218561 -4.945204 7.980191 0.7112 -1.5986 1.8849 -0.190
C 6.195141 -3.827634 7.822761 0.5440 1.8228 -0.2852 -0.144
C 6.158781 -2.587494 8.844791 -0.8676 -0.5207 0.2963 -0.412
N 6.060661 -3.256714 10.196711 2.0412 -0.9161 0.2825 -0.093
O 6.077491 -2.369574 11.309781 -1.2430 0.5044 -0.3881 -0.033
C 7.425841 -1.644534 8.746871 1.0997 -1.2286 0.4388 -0.049
C 4.955371 -1.677284 8.403591 0.4731 -1.2006 -0.3627 -0.046
C 5.371621 -5.089374 11.847921 0.6255 0.8063 1.0860 -0.051
H 3.254781 -4.100994 9.439741 0.1784 0.1635 0.0063 0.076
H 3.619701 -2.850284 10.657781 0.5543 0.3350 -0.5157 0.085
H 3.053111 -4.262304 11.167271 -0.0220 -0.9250 0.0152 0.082
H 6.175891 -6.151014 9.654441 0.5864 0.4858 -0.3910 0.112
H 4.518141 -6.302834 9.474691 -0.5302 0.3087 0.6705 0.113
H 4.239141 -4.704774 7.566651 -0.2259 -0.0609 0.6399 0.102
H 5.576751 -5.813834 7.427681 -0.0178 0.2362 -0.6795 0.104
H 5.937711 -3.364334 6.870301 0.5760 0.0672 -0.3449 0.108
H 7.172291 -4.305624 7.753411 0.3211 0.5441 0.1766 0.118
H 7.759761 -1.329794 7.758181 -0.9258 -0.1411 -0.4755 0.075
H 7.499801 -0.737804 9.347251 -1.0760 0.0292 0.1982 0.073
H 8.340161 -2.146274 9.063691 -0.0530 -0.6974 0.3050 0.069
H 4.111251 -2.291964 8.090981 -0.3115 -0.0067 0.5549 0.063
H 4.670211 -0.917754 9.131541 0.1023 -0.0536 -0.1489 0.084
H 5.275761 -1.274684 7.442681 0.0699 0.6828 0.1862 0.073
H 4.867761 -6.049764 11.956941 -0.1371 0.0565 -0.4690 0.091
H 4.984551 -4.453474 12.644101 0.3056 -0.0043 0.2323 0.083
H 6.440151 -5.258964 11.980491 0.0531 0.0251 0.2006 0.089
H 6.979751 -2.212824 11.597791 0.3218 -0.4772 -0.3740 0.095
C 2.924131 10.307336 -1.073499 0.1895 0.6512 -1.2969 -0.203
C 4.032211 9.833916 -2.044679 -0.9331 -0.4200 -0.5364 -0.211
O 3.996861 10.578886 -3.321099 -0.1570 -0.7562 2.2604 -0.078
O 1.595541 10.136246 -1.699539 1.5483 0.3298 0.4351 -0.087
H 3.159611 11.367566 -0.981119 -0.4867 0.2294 0.5357 0.114
H 2.922131 9.812886 -0.102099 0.1743 -0.0846 -0.1819 0.116
H 3.751831 8.799566 -2.243729 0.5019 -0.3011 -0.2656 0.108
H 5.030621 9.890376 -1.610979 -0.1420 0.1178 -0.0393 0.117
H 3.042051 10.673906 -3.351089 -0.3800 0.2817 -0.8950 0.049
H 1.273781 11.033096 -1.816779 -0.3349 -0.0424 -0.0155 0.075
C 8.625371 0.767716 -6.873609 0.6926 1.7910 -2.1439 -0.257
C 8.376971 0.801096 -5.407339 -0.2082 -1.6094 0.6936 -0.267
O 7.435491 1.805726 -5.033769 0.8092 0.1073 -0.4758 -0.053
O 9.444341 -0.293824 -7.410459 -0.8614 -0.0703 0.8671 -0.062
H 9.168721 1.660826 -7.182209 0.0412 0.5641 0.5084 0.116
H 7.712661 0.943266 -7.443019 -0.3960 -0.9293 0.0324 0.121
H 9.357571 0.823916 -4.931939 0.0110 0.6109 0.4728 0.120
H 7.948601 -0.156584 -5.111629 0.0149 -0.3681 -0.0380 0.119
H 7.369841 1.774036 -4.076539 -0.0671 0.0848 0.0377 0.085
H 10.271091 0.118136 -7.671909 -0.0390 -0.1797 0.0466 0.077
C 9.427751 4.894896 3.777161 0.9476 -0.3090 -2.1648 -0.216
C 9.949321 3.783626 2.745241 -0.5357 0.2700 0.6604 -0.221
O 10.780601 4.270486 1.670581 -0.3934 -0.0622 0.9725 -0.071
O 8.429531 5.759416 3.227041 0.4741 -0.5069 0.4207 -0.070
H 10.317681 5.503926 3.935941 -0.1025 0.2498 0.1091 0.110
H 9.158081 4.481046 4.748821 -0.3094 -0.3394 -0.1228 0.106
H 9.178651 3.195406 2.247091 -0.6779 0.4805 0.0890 0.106
H 10.405111 3.012376 3.366161 0.7464 0.1069 0.0122 0.103
H 11.681791 3.973286 1.815941 0.0216 0.0781 0.0800 0.076
H 7.717101 5.194126 2.919691 -0.1785 0.0294 -0.0592 0.078
C -3.506969 10.053056 5.792431 0.9773 0.2338 -2.0476 -0.272
C -2.664399 11.217626 5.150701 0.0354 -0.1610 0.5349 -0.191
O -1.597749 11.678136 6.044601 -0.8465 -0.8166 -1.1587 -0.080
O -4.369769 10.391496 6.800181 -1.2451 1.0274 1.7396 -0.059
H -2.830569 9.290686 6.178941 0.5542 -0.0185 -0.3248 0.118
H -4.181669 9.581116 5.078181 0.8222 -0.0534 -1.0616 0.115
H -3.141709 12.098956 4.722281 -1.1875 0.2283 1.0473 0.107
H -2.314329 10.896956 4.169531 1.1344 -0.9325 0.4418 0.105
H -1.971609 11.615496 6.926601 0.0026 0.1294 0.1669 0.069
H -5.110629 9.799396 6.651401 -0.2484 0.3638 0.6537 0.088
C -3.974169 13.070476 -1.303169 -1.0993 -0.9602 -0.2827 -0.271
C -4.521219 11.689256 -1.804919 -0.6755 0.9805 1.9120 -0.217
O -4.264619 10.721576 -0.795949 0.4031 -0.6279 -0.4757 -0.080
O -2.834059 13.436796 -1.954329 2.0045 0.8874 -1.7524 -0.066
H -3.653699 13.047606 -0.261599 -0.9405 -0.3464 0.2440 0.124
H -4.702159 13.848196 -1.533999 -0.5660 -0.0244 0.7110 0.112
H -4.149019 11.363956 -2.776389 0.1303 0.3588 -0.0546 0.120
H -5.607909 11.772706 -1.820179 -0.1069 -0.0588 -0.3724 0.107
H -3.452559 10.293506 -1.076849 0.1253 -0.2641 0.3887 0.082
H -3.160859 13.903806 -2.726809 0.7462 0.0438 -0.3131 0.089
```
Forces are in eV/Å.

Calculated values
energy relative to the best compared isomer or geometry (same formula, charge and spin)	871.83	kJ/mol
HOMO-LUMO gap	8.0	eV
calculated total energy	-110384.06583	eV